Entry from the Open Molecules 2025 dataset: a structure of composition C59H82N5O7SeY (the ωB97M-V functional and the def2-TZVPD basis).

Computed properties:
multiplicity: 1
total charge: -2
E_HOMO: -2.7 eV
ΔE to the lowest compared entry with this formula, charge and spin: 0.00 kcal per mole
Kohn-Sham gap: 6.42 eV

Each line ends with the Mulliken charge.
Cartesian coordinates (Å):
Y (-0.77041, -0.01797, -1.55896)  -0.577
C (-1.01498, 0.28147, 6.57723)  -1.540
C (0.03148, 1.15599, 5.87199)  2.063
C (-0.03464, 2.57543, 6.45290)  -1.754
C (1.41473, 0.57994, 6.17703)  -2.227
C (-0.25264, 1.18084, 4.36888)  -0.296
C (0.67714, 0.82249, 3.39995)  -0.710
C (0.35893, 0.80678, 2.04776)  -0.102
C (1.49164, 0.82079, 1.05120)  -0.618
N (1.64817, -0.21957, 0.00261)  1.967
C (2.90108, 0.15742, -0.66586)  -1.681
C (3.12338, -0.35438, -2.08710)  -2.390
N (1.89482, -0.45131, -2.86726)  1.595
C (1.84372, -1.70105, -3.61348)  -0.331
C (1.99767, -2.94300, -2.73899)  -2.206
N (1.28476, -2.88520, -1.46849)  1.484
C (2.13394, -2.67416, -0.28932)  -2.275
C (1.72281, -1.53679, 0.63760)  -0.011
C (0.38630, -4.03927, -1.33677)  -1.394
C (-0.30549, -4.14423, -0.00802)  0.045
C (-0.02940, -5.23266, 0.80722)  -0.257
C (-0.64334, -5.38726, 2.04370)  -0.272
C (-1.59031, -4.42267, 2.37321)  -0.766
C (-1.93957, -3.32878, 1.57817)  0.310
C (-1.21198, -3.12060, 0.37417)  -1.105
O (-1.33201, -2.08487, -0.40965)  1.258
C (-3.08547, -2.43839, 2.08377)  2.980
C (-2.60725, -1.65224, 3.31417)  -1.966
C (-3.58333, -1.46223, 1.01805)  -1.489
C (-4.29801, -3.30762, 2.47772)  -2.311
C (-0.34286, -6.54000, 3.00344)  2.179
C (0.18491, -5.98610, 4.33474)  -1.671
C (-1.62048, -7.34781, 3.27246)  -1.639
C (0.71018, -7.49135, 2.43493)  -2.171
C (1.72253, 0.69096, -3.80454)  -0.197
C (2.09643, 2.04031, -3.26197)  -0.265
C (3.18408, 2.73392, -3.77672)  -0.286
C (3.51615, 4.00815, -3.32871)  -0.697
C (2.65270, 4.57213, -2.38804)  -0.163
C (1.52873, 3.94106, -1.86519)  0.240
C (1.29564, 2.58719, -2.23372)  -0.558
O (0.41648, 1.84182, -1.64937)  1.021
C (0.60985, 4.74233, -0.92421)  2.071
C (-0.78319, 4.12756, -0.73420)  -1.570
C (1.27192, 4.87388, 0.45446)  -1.696
C (0.38820, 6.14866, -1.51148)  -2.091
C (4.73456, 4.79307, -3.81736)  2.155
C (5.68201, 5.06721, -2.63949)  -1.641
C (5.51513, 4.02972, -4.88646)  -2.158
C (4.29418, 6.13385, -4.42017)  -1.654
C (-0.95530, 1.08012, 1.60183)  0.307
O (-1.26547, 0.82825, 0.36224)  1.215
C (-1.86102, 1.63631, 2.55247)  0.576
C (-1.47651, 1.63870, 3.89228)  -0.646
C (-3.20463, 2.32523, 2.22051)  2.740
C (-4.33851, 1.79199, 3.11332)  -1.875
C (-3.04108, 3.82866, 2.51973)  -1.748
C (-3.65755, 2.18765, 0.76297)  -1.588
H (-0.83268, 0.25229, 7.65882)  0.453
H (-0.98087, -0.74101, 6.18900)  0.237
H (-2.02639, 0.66220, 6.41151)  0.298
H (0.17391, 2.56454, 7.53017)  0.474
H (-1.02211, 3.01998, 6.30198)  0.293
H (0.69874, 3.22139, 5.96168)  0.343
H (1.55926, 0.52748, 7.26101)  0.451
H (2.21172, 1.20327, 5.76077)  0.363
H (1.52529, -0.42908, 5.76851)  0.398
H (1.69418, 0.56546, 3.67842)  0.478
H (2.42572, 0.84735, 1.63382)  0.733
H (1.41780, 1.76135, 0.50694)  -1.434
H (3.75624, -0.14165, -0.03536)  0.569
H (2.91488, 1.24520, -0.71179)  0.844
H (3.61571, -1.31997, -2.07823)  0.770
H (3.82499, 0.33490, -2.56653)  0.896
H (2.61754, -1.73131, -4.40114)  0.392
H (0.88769, -1.74597, -4.11866)  -0.009
H (3.05515, -3.17004, -2.56605)  0.415
H (1.61501, -3.78101, -3.32833)  0.687
H (3.16459, -2.52456, -0.61039)  0.698
H (2.14694, -3.57287, 0.33554)  0.790
H (2.46462, -1.51635, 1.45849)  0.562
H (0.75491, -1.74791, 1.08844)  -0.562
H (0.94483, -4.97524, -1.50441)  0.530
H (-0.34856, -3.96033, -2.13966)  0.349
H (0.69854, -5.95620, 0.45135)  0.408
H (-2.10399, -4.52492, 3.32444)  0.171
H (-1.80143, -0.96245, 3.04808)  0.154
H (-2.23696, -2.32411, 4.09680)  0.398
H (-3.43020, -1.05889, 3.73312)  0.408
H (-2.83047, -0.74365, 0.70746)  -0.608
H (-4.44537, -0.92519, 1.41913)  0.761
H (-3.91775, -1.98362, 0.11831)  0.315
H (-4.11051, -3.94245, 3.34776)  0.327
H (-4.59560, -3.95275, 1.64501)  0.379
H (-5.14241, -2.65443, 2.72241)  0.523
H (-0.53421, -5.30183, 4.79234)  0.300
H (1.11388, -5.43095, 4.17571)  0.342
H (0.38210, -6.79985, 5.04346)  0.458
H (-2.39164, -6.72818, 3.73752)  0.296
H (-1.41207, -8.19202, 3.94135)  0.464
H (-2.02868, -7.73786, 2.33576)  0.339
H (1.65685, -6.97542, 2.24924)  0.381
H (0.37871, -7.94082, 1.49400)  0.366
H (0.89891, -8.29985, 3.14881)  0.428
H (0.67054, 0.72299, -4.10026)  -1.047
H (2.32055, 0.51052, -4.71194)  0.685
H (3.77217, 2.24689, -4.54922)  0.444
H (2.86461, 5.58189, -2.04567)  0.177
H (-0.75310, 3.20016, -0.16786)  -0.477
H (-1.26575, 3.90529, -1.69080)  0.478
H (-1.40353, 4.85194, -0.19491)  0.795
H (1.38971, 3.89057, 0.92106)  0.119
H (0.64945, 5.48704, 1.11774)  0.476
H (2.26182, 5.33841, 0.37971)  0.304
H (-0.01058, 6.07940, -2.52754)  0.403
H (1.30484, 6.74406, -1.54372)  0.420
H (-0.33692, 6.69004, -0.89523)  0.491
H (6.02512, 4.12630, -2.19943)  0.335
H (5.17603, 5.63482, -1.85399)  0.297
H (6.55918, 5.63999, -2.96675)  0.442
H (5.89298, 3.07697, -4.50384)  0.368
H (6.37233, 4.62790, -5.21265)  0.442
H (4.89412, 3.82092, -5.76257)  0.361
H (3.78261, 6.75488, -3.68066)  0.305
H (3.60152, 5.96917, -5.25017)  0.337
H (5.16030, 6.69404, -4.79297)  0.455
H (-2.19166, 2.01635, 4.61842)  0.221
H (-4.17042, 1.99598, 4.17454)  0.302
H (-4.45760, 0.71628, 2.99243)  0.159
H (-5.28080, 2.27309, 2.82888)  0.517
H (-2.80439, 4.00894, 3.57363)  0.260
H (-3.96790, 4.36210, 2.27668)  0.463
H (-2.23374, 4.25034, 1.91598)  0.205
H (-3.83913, 1.15337, 0.47108)  -0.106
H (-2.92685, 2.58411, 0.06133)  -0.223
H (-4.58915, 2.75387, 0.64701)  0.526
O (-4.47144, -0.23377, -3.28619)  -0.783
C (-3.59010, 0.38585, -2.69951)  0.754
O (-3.05273, 0.03070, -1.56344)  0.498
C (-2.86645, 1.54941, -3.38991)  0.287
O (-3.47296, 2.50173, -3.85885)  -0.837
O (-1.59255, 1.32531, -3.38521)  -0.506
Se (-2.80084, -2.55604, -2.50220)  0.758
N (-1.52890, -1.58270, -3.27253)  -0.558
C (-1.56953, -1.91566, -4.58739)  0.480
C (-0.88670, -1.23771, -5.63160)  0.070
C (-0.97939, -1.71055, -6.90992)  -0.851
C (-1.75798, -2.85879, -7.22494)  -0.593
C (-2.46999, -3.49836, -6.25310)  -0.828
C (-2.41381, -3.01583, -4.92007)  0.320
N (-3.15083, -3.50814, -3.90653)  -0.963
H (-0.34625, -0.32823, -5.41857)  0.299
H (-0.47076, -1.17775, -7.70412)  0.452
H (-1.81284, -3.20551, -8.25010)  0.361
H (-3.10792, -4.34565, -6.47804)  0.462

Forces on the atoms, in the same order (eV/Å):
0.5 0.5 0.4
0.0 -0.1 0.0
0.0 0.0 -0.1
0.0 0.1 0.0
0.1 0.0 0.0
0.0 0.0 0.0
0.0 -0.1 -0.1
0.3 0.1 0.2
-0.1 -0.1 0.0
-0.1 0.0 0.3
-0.1 0.1 0.0
-0.1 0.0 0.0
-0.2 0.2 -0.2
0.0 0.1 0.2
-0.1 -0.1 0.1
0.1 0.0 0.1
-0.1 -0.1 -0.1
0.0 0.1 -0.1
0.0 0.2 0.1
0.1 -0.1 0.0
0.0 0.0 0.0
0.0 0.0 0.0
-0.1 0.1 0.0
0.0 -0.2 0.3
0.0 0.0 -0.4
0.2 0.3 -0.1
0.1 0.0 -0.1
0.0 0.0 0.0
0.0 0.0 0.1
0.0 0.0 0.0
0.0 0.1 0.0
0.0 0.0 0.0
-0.1 0.0 0.0
0.0 -0.1 0.0
0.0 -0.1 0.1
0.2 0.0 -0.1
0.0 0.0 0.0
0.0 -0.1 0.0
-0.1 0.0 0.1
0.1 0.2 0.0
-0.3 -0.2 0.2
0.4 0.3 -0.2
0.1 -0.1 -0.1
0.0 0.0 -0.1
0.0 0.0 0.1
0.0 0.1 0.0
-0.1 0.0 0.0
0.0 0.0 0.1
0.0 -0.1 -0.1
0.0 0.1 0.0
-0.3 -0.1 -0.3
0.2 0.5 0.9
-0.1 0.1 0.2
-0.1 0.0 -0.1
0.1 0.0 0.0
0.0 0.0 0.0
0.0 0.0 0.0
-0.1 0.0 0.0
0.0 0.0 -0.1
0.0 0.1 0.0
0.1 0.0 0.0
0.0 0.0 -0.1
0.1 0.0 0.0
0.0 0.0 0.0
0.0 0.0 0.0
-0.1 0.0 0.0
0.0 0.1 0.0
0.0 0.0 0.0
0.1 0.0 0.1
0.0 0.0 -0.1
0.1 0.0 0.0
0.0 0.0 0.0
0.0 0.0 0.0
0.1 0.0 0.0
0.1 0.0 -0.1
-0.1 0.0 -0.1
0.1 0.0 0.0
0.0 0.0 0.0
0.1 0.0 0.0
0.0 -0.1 0.0
0.0 0.0 0.0
0.0 0.0 0.0
0.1 -0.1 0.0
-0.1 0.0 0.0
0.0 0.0 0.0
0.0 0.0 0.0
-0.1 -0.1 0.0
0.0 0.0 0.0
0.1 -0.1 0.0
-0.1 -0.1 0.1
-0.1 0.1 0.0
0.0 0.0 0.1
0.0 0.0 0.0
0.0 0.1 0.0
0.1 0.0 0.0
0.0 0.0 0.0
-0.1 0.0 0.0
0.0 0.0 0.0
0.1 0.0 0.0
0.0 0.1 0.0
0.0 0.0 0.1
-0.1 0.0 0.0
0.0 0.0 0.1
0.0 0.0 0.0
0.0 0.0 0.0
0.1 0.0 0.0
0.0 0.0 0.0
0.0 -0.1 0.0
0.0 0.0 0.0
0.1 0.0 0.1
0.0 0.0 0.0
0.0 0.1 0.0
0.0 0.0 0.0
-0.1 0.0 0.0
0.0 0.0 0.1
-0.1 0.0 0.0
0.0 0.0 0.0
0.0 0.1 0.0
0.0 0.0 -0.1
-0.1 0.0 0.0
0.0 0.1 0.0
0.0 0.0 0.0
0.0 0.0 0.1
0.0 0.0 0.0
0.0 0.0 0.0
0.0 0.0 0.0
0.0 0.0 -0.1
0.0 0.0 0.0
0.0 0.0 0.0
0.1 0.0 0.0
0.0 0.0 -0.1
0.1 0.0 0.0
0.0 0.0 0.0
0.0 0.1 0.0
0.0 0.0 0.0
0.0 0.0 0.0
-0.2 0.0 0.2
0.2 -0.3 0.4
-0.4 0.1 -0.9
0.4 -0.1 0.1
0.1 0.0 -0.1
-0.2 0.1 0.0
0.0 -0.4 0.4
-0.7 -0.9 -1.0
0.1 0.2 0.3
0.0 0.0 -0.1
-0.1 0.0 0.1
0.0 0.0 0.1
0.0 0.0 -0.1
-0.2 -0.2 0.0
0.1 0.2 -0.4
0.0 0.0 0.0
0.0 0.0 0.0
0.0 0.0 0.0
0.0 0.0 0.0